A cluster of 4 separate species, C18H33F6N6P in total, computed with ωB97M-V/def2-TZVPD.

Computed properties:
strongest force on any atom: 6.51 eV Å⁻¹
energy relative to the best compared isomer or geometry (same formula, charge and spin): 1054.1 kJ/mol

ORCA input file:
```
! wB97M-V def2-TZVPD RIJCOSX def2/J DEFGRID3
* xyz 2 1
C 2.52723 16.52756 26.78778
C 2.98275 15.33452 25.96067
N 1.90230 14.52218 25.46842
C 1.80894 14.02998 24.21887
C 0.82940 13.00554 24.29659
N 0.12638 13.07460 25.49838
C 0.87158 13.98401 26.22764
C -0.95520 12.30342 25.96507
H 1.94641 17.32056 26.31672
H 3.43859 17.03326 27.10685
H 1.87544 16.19856 27.59711
H 3.69219 14.74513 26.54153
H 3.49843 15.63035 25.04706
H 2.46161 14.31915 23.40844
H 0.63307 12.23372 23.56711
H 0.71534 14.10265 27.28967
H -0.99510 12.12381 27.03943
H -0.85151 11.27992 25.60481
H -1.89275 12.80950 25.73490
C 0.24832 16.35321 30.62495
C -1.10842 15.76506 31.10610
N -1.12711 14.32512 31.15705
C -1.56024 13.43728 32.22915
C -1.35393 12.16019 31.78823
N -0.95923 12.17515 30.42328
C -0.80075 13.48016 30.01127
C -0.64931 10.92152 29.60917
H 0.45683 15.94289 29.63688
H 1.01348 16.06286 31.34490
H 0.31288 17.44025 30.57721
H -1.81623 16.06051 30.33164
H -1.55008 16.22962 31.98771
H -1.79101 13.83252 33.20737
H -1.54743 11.24717 32.33170
H -0.50131 13.89766 29.06131
H 0.42731 10.99241 29.45440
H -1.23486 10.95252 28.69033
H -0.84471 10.00360 30.16356
C 4.52136 11.96716 26.39466
C 3.49342 11.87546 25.27256
N 2.32709 11.07877 25.60857
C 1.29870 10.76290 24.80133
C 0.32374 10.00905 25.45753
N 0.79447 9.90450 26.77403
C 1.97218 10.67536 26.90187
C 0.14971 9.12834 27.80334
H 5.40743 12.55451 26.15382
H 4.77291 10.93312 26.63045
H 4.18257 12.53891 27.25862
H 3.84518 11.39496 24.35962
H 3.23086 12.82524 24.80664
H 1.42186 11.01580 23.75860
H -0.50448 9.51588 24.97047
H 2.44977 10.83538 27.85723
H -0.81142 9.59503 28.01905
H 0.68491 9.06771 28.75096
H -0.01683 8.12131 27.42089
P 1.92590 13.16823 28.70780
F 3.37655 13.85428 29.13390
F 2.45418 11.61401 28.86313
F 1.47002 13.19329 30.30814
F 0.49062 12.57609 28.21421
F 1.38901 14.70703 28.52572
F 2.50266 13.19166 27.16492
*
```

***

A cluster of 7 separate species, C18H33F9N3O16P in total, computed with ωB97M-V/def2-TZVPD.

Computed properties:
strongest force on any atom: 5.21 eV Å⁻¹
E: -90159.6139 eV
⟨S²⟩: 0.762

ORCA input file:
```
! wB97M-V def2-TZVPD RIJCOSX def2/J DEFGRID3
* xyz 1 2
C -3.04794 0.65857 -1.11904
N -2.60186 -0.79076 -0.82212
O -3.14451 -1.44237 0.06922
O -1.52209 -1.13267 -1.34114
H -2.80619 1.37082 -0.33015
H -4.10183 0.38203 -1.14971
H -2.68629 0.86086 -2.12721
C 1.89908 -0.29782 -4.99668
N 1.16463 1.00054 -4.59130
O 1.84717 2.03830 -4.42346
O -0.02386 0.99025 -4.30459
H 1.26829 -0.94544 -5.60559
H 2.01330 -0.78743 -4.02956
H 2.86365 -0.02832 -5.42688
C 6.38010 -1.42129 1.00991
N 6.65052 0.07063 1.05949
O 7.60250 0.50241 1.72431
O 5.94441 0.82631 0.41329
H 6.77932 -1.72908 0.04348
H 5.30471 -1.59917 1.00942
H 6.94860 -1.89563 1.80985
C -8.06889 -1.31667 3.94677
O -6.95797 -0.58583 3.44949
P -6.78339 -0.28103 1.90863
O -7.82748 0.55021 1.20428
O -5.25486 0.20622 1.84237
C -4.94979 1.58304 2.31471
O -6.71703 -1.78062 1.38679
C -6.27182 -2.17342 0.11488
H -8.40321 -1.10314 4.96203
H -8.05586 -2.38104 3.71217
H -8.94634 -0.94992 3.41417
H -4.03038 1.93235 1.84482
H -4.86528 1.52978 3.40012
H -5.72049 2.32979 2.12372
H -5.49739 -2.93384 0.21551
H -5.82569 -1.37924 -0.48375
H -7.11340 -2.51780 -0.48616
C 2.64539 0.73935 -1.37653
C 1.58665 1.85043 -0.97561
O 0.47690 1.38916 -0.16112
C 0.63853 1.04875 1.12516
O 1.68885 0.61861 1.60805
C -0.65012 0.92389 1.95847
F -1.08427 -0.28103 1.91345
F -0.48322 1.26047 3.23719
F -1.57858 1.75151 1.44112
H 2.23657 -0.25128 -1.57562
H 3.41171 0.61989 -0.61065
H 3.15615 0.86213 -2.33160
H 1.14628 2.19190 -1.91239
H 2.09912 2.74136 -0.61268
C -1.97547 -2.81759 3.99452
C -2.80680 -1.76630 4.77907
O -3.73342 -2.51299 5.46595
C -4.68041 -1.90306 6.17573
O -4.73552 -0.65870 6.37554
C -5.58999 -2.91567 7.05696
F -5.47272 -2.59810 8.38788
F -6.82967 -2.88702 6.69346
F -5.16020 -4.15234 6.83378
H -1.56183 -2.35821 3.09675
H -2.57182 -3.68677 3.71706
H -1.24913 -3.13198 4.74399
H -3.24070 -1.02867 4.10400
H -2.16910 -1.12204 5.38436
C 9.74379 2.69726 -6.86515
C 8.33246 2.19646 -7.05737
O 7.85637 1.72368 -5.82084
C 6.88683 2.31422 -5.12002
O 6.43588 3.38171 -5.44120
C 6.44202 1.51621 -3.87330
F 5.09546 1.19744 -3.94929
F 7.20072 0.40695 -3.70472
F 6.67171 2.21936 -2.73493
H 10.15775 3.22027 -7.72724
H 10.36852 1.86411 -6.54316
H 9.80169 3.54715 -6.18512
H 8.32161 1.41118 -7.81321
H 7.72955 3.01870 -7.44280
*
```

***

A cluster of 6 separate species, C18H33N3O3S3 in total, computed with ωB97M-V/def2-TZVPD.

Computed properties:
strongest force on any atom: 4.94 eV Å⁻¹
energy relative to the best compared isomer or geometry (same formula, charge and spin): 334.9 kJ/mol

ORCA input file:
```
! wB97M-V def2-TZVPD RIJCOSX def2/J DEFGRID3
* xyz 0 1
C -5.22929 6.23653 1.80803
S -5.52601 7.87747 0.94586
O -4.91857 9.04545 1.65325
C -4.47104 7.67265 -0.60909
H -4.14625 6.28278 1.92189
H -5.51411 5.32588 1.28106
H -5.87378 6.27252 2.68634
H -3.42917 7.43398 -0.39542
H -4.47296 8.65625 -1.07879
H -4.88894 6.90354 -1.25863
C 5.31018 4.55017 -6.30131
S 4.37039 6.03780 -5.72698
O 3.42641 5.58806 -4.60239
C 5.69351 7.07394 -4.89961
H 5.84688 4.05204 -5.49390
H 6.04366 4.84613 -7.05132
H 4.59281 3.88116 -6.77660
H 5.49956 8.14645 -4.88521
H 6.64169 6.82453 -5.37591
H 5.81293 6.83691 -3.84242
C -2.28025 -12.99505 -0.93544
S -3.20249 -11.39800 -0.96614
O -3.56989 -11.00276 0.42347
C -1.76501 -10.36392 -1.57084
H -2.55446 -13.36371 0.05299
H -1.23064 -13.07306 -1.21886
H -2.85849 -13.59469 -1.63841
H -1.34659 -10.54771 -2.56041
H -0.96339 -10.58024 -0.86464
H -2.15338 -9.34660 -1.52276
N 0.63296 0.12565 -1.11104
C 1.12715 -1.08202 -0.70502
C 0.00533 -1.93053 -0.32759
C -1.14728 -1.16897 -0.21672
C -0.77051 0.09709 -0.86021
H 1.19231 0.89711 -1.44582
H 2.18147 -1.31032 -0.75680
H 0.12445 -2.90376 0.12521
H -2.04187 -1.38992 0.34656
H -1.37609 0.98716 -0.94646
N -7.47554 -3.39675 3.99375
C -6.28656 -3.50190 4.59261
C -6.07625 -2.32631 5.32891
C -7.21500 -1.58106 5.20223
C -8.10620 -2.33446 4.36363
H -7.99671 -4.10820 3.50148
H -5.69853 -4.40766 4.57778
H -5.25083 -2.05345 5.96972
H -7.41917 -0.69438 5.78405
H -9.16154 -2.26487 4.14499
N 8.23187 2.47301 2.66801
C 9.10825 3.18270 1.89679
C 9.53392 2.44282 0.82860
C 8.99623 1.19487 1.10961
C 8.25806 1.17892 2.26241
H 7.61768 2.84147 3.38012
H 9.33590 4.23075 2.02393
H 10.18244 2.77478 0.03134
H 9.09013 0.33348 0.46494
H 7.56067 0.41598 2.57541
*
```

***

A structure of composition C18H33N3OPdSSeSi3, computed with ωB97M-V/def2-TZVPD.

Computed properties:
strongest force on any atom: 0.27 eV Å⁻¹
energy relative to the best compared isomer or geometry (same formula, charge and spin): 17.3 kJ/mol

ORCA input file:
```
! wB97M-V def2-TZVPD RIJCOSX def2/J DEFGRID3
* xyz 2 1
Pd -1.01149 -0.05953 0.19451
C -2.59884 -1.46613 -2.04387
O -1.29669 -1.00567 -1.60827
Si 0.25812 -1.38194 -2.19015
C 0.65096 -3.13815 -1.76677
C 0.35860 -1.15609 -4.01829
C 0.94780 0.00051 -1.02536
Si 2.02601 -0.61281 0.43650
C 2.68326 0.74098 1.51359
C 0.73522 -1.65728 1.37908
C 3.41611 -1.61422 -0.28406
Si 1.16946 1.66550 -1.93247
C 2.87279 1.17773 -2.59127
C -0.06146 1.99448 -3.29524
C 1.37641 3.20675 -0.91337
H -2.60131 -1.50870 -3.13177
H -3.33952 -0.74336 -1.71068
H -2.80101 -2.45057 -1.62652
H -0.14116 -3.75931 -2.19757
H 0.73283 -3.38611 -0.71166
H 1.57369 -3.43952 -2.26822
H 0.15152 -2.12226 -4.48519
H 1.35198 -0.85452 -4.35484
H -0.35439 -0.42597 -4.39499
H 1.90892 1.39783 1.91019
H 3.41340 1.34979 0.97678
H 3.20531 0.29131 2.36246
H -0.26696 -1.81506 0.89641
H 0.55533 -1.28043 2.38317
H 1.06467 -2.69627 1.46206
H 4.01748 -1.00702 -0.96265
H 3.10952 -2.51979 -0.80132
H 4.07264 -1.91251 0.53872
H 2.95940 0.19304 -3.04926
H 3.63027 1.26879 -1.81112
H 3.10775 1.91394 -3.36653
H 0.33756 1.73515 -4.27549
H -0.28164 3.06377 -3.30866
H -1.01011 1.47816 -3.14780
H 1.89618 3.07609 0.03497
H 0.42737 3.72839 -0.77182
H 1.99220 3.88055 -1.51699
Se -4.39945 2.40456 0.55321
C -2.90257 1.87209 -0.05581
N -1.83462 1.55128 -0.53471
N -0.24027 2.87548 1.83142
C -0.84159 1.91549 2.52945
N -1.12199 0.71279 2.04929
C -1.83774 -0.06701 2.99036
C -2.39017 -1.32658 2.78928
C -3.05087 -1.93676 3.84155
C -3.16430 -1.30963 5.08128
C -2.63344 -0.04860 5.28454
C -1.98250 0.56082 4.22260
S -1.28643 2.16105 4.17737
H -0.19009 2.79340 0.82826
H -0.12352 3.79336 2.22899
H -2.33235 -1.82991 1.83105
H -3.48973 -2.91425 3.69750
H -3.68203 -1.80692 5.88915
H -2.73453 0.44981 6.23897
*
```

***

A structure of composition C18H33N3PdS4Si, computed with ωB97M-V/def2-TZVPD.

Computed properties:
strongest force on any atom: 1.46 eV Å⁻¹
energy relative to the best compared isomer or geometry (same formula, charge and spin): 0.0 kJ/mol

ORCA input file:
```
! wB97M-V def2-TZVPD RIJCOSX def2/J DEFGRID3
* xyz -2 1
Pd -0.67741 -1.00654 0.48868
S -2.49249 -3.87184 3.76245
C -1.83506 -2.86840 2.58215
S -1.32013 -1.26382 2.89838
S -1.68055 -3.35059 0.93201
C -4.71600 -1.40813 1.51212
N -4.00834 -0.24064 1.01086
C -3.74633 0.86175 1.71878
N -4.02481 0.79884 3.05588
S -3.25910 2.29851 0.98562
H -5.35585 -1.79680 0.71706
H -5.34386 -1.11820 2.35050
H -4.04361 -2.20501 1.82486
H -3.52598 -0.32528 0.13722
H -3.76572 -0.08853 3.47838
H -3.63078 1.58592 3.54366
C -2.89558 -0.36645 -2.46152
Si -1.21701 -0.93354 -1.76653
C 0.01851 0.10170 -2.77322
C -1.04519 -2.64553 -2.58915
H -2.79845 -0.28998 -3.54973
H -3.20741 0.61231 -2.07324
H -3.69106 -1.09087 -2.23901
H -0.02449 -0.16819 -3.83849
H 1.03756 -0.05745 -2.40459
H -0.19143 1.17491 -2.67834
H -1.44213 -2.63155 -3.61437
H -1.58975 -3.40760 -2.01806
H 0.00714 -2.95011 -2.62561
C 4.42501 3.44932 -1.07582
C 3.07900 2.88266 -0.68988
C 1.92721 3.61569 -0.92302
C 0.68881 3.07112 -0.54255
C -0.58274 3.85481 -0.77514
C 0.63482 1.81367 0.01022
C 1.78452 0.96595 0.20200
C 3.02597 1.61139 -0.12217
N 1.53424 -0.29087 0.62723
C 2.48843 -1.38028 0.93853
C 2.35427 -1.69833 2.43398
C 2.06481 -2.61880 0.13457
C 3.97856 -1.16633 0.63533
H 4.31985 4.44050 -1.52141
H 4.92562 2.80347 -1.80287
H 5.08431 3.53083 -0.20712
H 1.97227 4.59030 -1.40245
H -0.35354 4.88683 -1.05128
H -1.21183 3.85411 0.11604
H -1.17184 3.40178 -1.57841
H -0.32767 1.39171 0.29158
H 3.96671 1.12095 0.02931
H 1.30149 -1.83311 2.67896
H 2.73287 -0.86479 3.03413
H 2.89525 -2.61556 2.70382
H 1.02499 -2.85129 0.32452
H 2.67139 -3.49402 0.40050
H 2.17494 -2.41402 -0.93528
H 4.41104 -0.39014 1.26805
H 4.13930 -0.91352 -0.41424
H 4.50728 -2.10295 0.84609
*
```

***

A structure of composition C18H34BBeBrCaClCsF5LiNO6, computed with ωB97M-V/def2-TZVPD.

Computed properties:
strongest force on any atom: 10.78 eV Å⁻¹
energy relative to the best compared isomer or geometry (same formula, charge and spin): 649.4 kJ/mol

ORCA input file:
```
! wB97M-V def2-TZVPD RIJCOSX def2/J DEFGRID3
* xyz 1 1
C 6.95606 -1.21515 -1.75623
C 5.89057 0.03264 -2.00123
O 6.47161 1.22779 -2.30033
O 4.40478 -0.11074 -1.86089
C 3.87566 1.19826 -1.44320
C 2.30396 1.19637 -0.97675
C 1.35703 0.08183 -1.71683
C 0.92749 -1.29387 -0.92457
C -0.28397 -1.74296 -1.98547
C -1.00566 -0.23644 -2.03799
O -2.28563 0.04542 -2.29752
O 0.03756 0.79694 -1.74335
H 6.60454 -1.97371 -0.92589
H 7.24812 -1.73316 -2.77781
H 7.96043 -0.69978 -1.36848
H 3.96995 1.97245 -2.32480
H 4.50543 1.51314 -0.48019
H 2.25244 1.17094 0.20745
H 1.86238 2.26323 -1.27948
H 1.70100 -0.17488 -2.82828
H 1.70865 -2.18145 -0.84250
H 0.31118 -1.11828 0.08042
H 0.18258 -1.88794 -3.06972
H -0.97502 -2.63958 -1.68597
Li 0.51437 -4.26438 -2.33233
F -1.88563 1.66362 -3.47233
Be 6.21437 -2.58254 -4.26848
Br 6.51437 2.59524 -4.20181
Cl -1.88563 -0.13690 -4.72681
Ca 3.51437 -2.97138 -4.96475
B 8.01433 -1.89135 1.80521
F 8.67610 -2.61509 0.73194
F 7.59309 -2.82858 2.83387
F 8.93678 -0.92484 2.37863
F 6.85155 -1.19705 1.27662
C 6.51283 2.65455 1.32179
O 6.21081 3.67975 0.39335
H 6.08781 2.91838 2.29307
H 6.07757 1.71224 0.97992
H 7.59688 2.55458 1.41599
H 6.60034 3.41792 -0.45830
C -4.82677 0.78871 -0.39010
C -4.83438 -0.26355 0.74057
C -3.81821 0.14298 1.83982
C -4.22002 1.34668 2.68539
C -5.72691 1.53672 2.80628
C -6.56665 0.25615 2.56542
N -6.22420 -0.27570 1.23431
O -6.93814 -1.41765 0.90233
C -8.05317 0.70523 2.56013
C -6.36683 -0.72617 3.74200
C -4.29529 -1.59310 0.13793
H -5.50820 0.50559 -1.19888
H -3.82687 0.89695 -0.82814
H -5.13537 1.77617 -0.03491
H -3.65410 -0.70738 2.51322
H -2.83351 0.34451 1.39210
H -3.77880 1.23679 3.68394
H -3.78097 2.25882 2.26446
H -5.95393 1.96876 3.78980
H -6.02867 2.30336 2.08084
H -8.26099 1.37097 1.71358
H -8.30147 1.25419 3.47716
H -8.74219 -0.14539 2.49714
H -6.65122 -0.25220 4.69070
H -5.33093 -1.06081 3.85036
H -6.99059 -1.62025 3.63690
H -3.27613 -1.46080 -0.24842
H -4.90288 -1.94346 -0.70342
H -4.25584 -2.38879 0.89126
Cs 0.95781 -1.11261 -4.95768
*
```